C71H176N12O21 | ωB97M-V/def2-TZVPD

The geometry in XYZ format:
```
280
Properties=species:S:1:pos:R:3:mulliken_charge:R:1
C -6.57 1.74 -1.29 -1.607
C -6.32 0.23 -1.47 1.325
C -6.86 -0.51 -0.29 -1.350
C -7.17 -0.22 -2.74 -1.610
C -6.87 -1.64 -3.17 -0.798
C -5.38 -1.64 -3.54 -1.584
C -4.45 -1.33 -2.40 2.617
C -4.29 -2.50 -1.42 -2.006
C -3.10 -1.00 -3.08 -1.770
N -4.91 -0.04 -1.71 0.405
O -4.07 0.40 -0.67 1.696
H -7.60 2.06 -1.19 0.447
H -6.07 2.10 -0.39 0.021
H -6.00 2.35 -1.99 0.161
H -6.56 -1.55 -0.37 0.400
H -6.49 -0.01 0.61 -0.121
H -7.93 -0.41 -0.13 0.375
H -8.21 0.03 -2.58 0.497
H -6.81 0.45 -3.52 0.334
H -7.08 -2.36 -2.38 0.406
H -7.49 -1.92 -4.02 0.486
H -5.22 -1.13 -4.49 0.374
H -5.20 -2.66 -3.87 0.518
H -5.21 -3.09 -1.34 0.496
H -4.16 -2.09 -0.42 0.009
H -3.50 -3.22 -1.61 0.238
H -2.84 -1.72 -3.85 0.617
H -2.30 -0.90 -2.34 -0.230
H -3.01 -0.03 -3.56 0.139
H -3.61 1.13 -1.09 -0.529
C 0.05 1.10 -0.09 -0.294
O 0.44 -0.23 -0.58 0.727
C -0.28 -1.30 -0.05 -0.571
C 0.42 -2.61 -0.50 0.286
C 0.10 -2.86 -1.98 1.388
N -0.01 -3.88 0.04 0.365
H -1.03 1.24 -0.23 -0.398
H 0.52 1.89 -0.67 -0.039
H 0.37 1.22 0.95 0.566
H -0.15 -1.32 1.03 0.486
H -1.34 -1.17 -0.27 -0.408
H 1.50 -2.60 -0.34 -0.111
H 0.36 -1.99 -2.59 -0.058
H -0.98 -2.94 -2.07 -0.532
H 0.64 -3.74 -2.32 -0.807
H -1.01 -3.93 0.12 -0.396
H 0.17 -4.57 -0.66 -0.330
C -0.62 -3.20 -5.62 -0.820
O 0.17 -4.32 -5.86 -0.438
C 1.48 -4.19 -5.39 0.334
C 2.26 -5.48 -5.82 0.130
C 2.15 -5.76 -7.36 -1.510
N 1.62 -6.66 -5.25 -0.625
H -1.64 -3.48 -5.85 0.353
H -0.41 -2.33 -6.23 0.478
H -0.59 -2.95 -4.56 0.085
H 2.02 -3.37 -5.87 0.752
H 1.56 -4.17 -4.30 -0.457
H 3.28 -5.49 -5.44 0.199
H 1.16 -5.82 -7.80 0.277
H 2.54 -6.77 -7.54 0.488
H 2.75 -5.10 -7.99 0.216
H 1.18 -6.30 -4.41 -0.121
H 0.92 -6.92 -5.92 0.401
C 0.30 1.18 -4.71 -0.196
O 1.65 0.89 -4.90 -0.607
C 2.38 1.00 -3.72 0.969
C 3.78 0.39 -4.01 -0.981
N 3.64 -1.04 -4.27 0.896
C 4.85 -1.60 -4.79 -0.415
C 4.97 -1.51 -6.37 -1.025
O 3.91 -2.27 -6.92 -0.055
C 4.21 -2.63 -8.24 -1.010
H -0.22 0.99 -5.65 0.444
H 0.16 2.21 -4.36 0.084
H -0.13 0.52 -3.96 -0.057
H 1.88 0.36 -2.99 -0.376
H 2.31 2.06 -3.47 -0.146
H 4.42 0.66 -3.17 0.009
H 4.25 0.86 -4.87 0.416
H 2.84 -1.19 -4.87 0.037
H 5.02 -2.64 -4.49 0.175
H 5.65 -1.03 -4.32 0.098
H 5.94 -1.89 -6.67 0.590
H 4.86 -0.47 -6.68 0.303
H 3.36 -3.17 -8.68 0.198
H 5.10 -3.25 -8.14 0.468
H 4.35 -1.83 -8.96 0.287
C 1.05 4.79 -2.87 -1.040
O 0.09 4.03 -2.14 0.111
C -0.77 4.86 -1.32 -1.311
C -1.77 3.90 -0.69 -0.154
N -2.45 3.04 -1.65 1.421
C -3.48 3.82 -2.41 -0.913
C -3.88 3.16 -3.73 -0.764
O -2.82 2.94 -4.67 -0.333
C -2.12 4.09 -5.06 -0.712
H 2.01 4.29 -2.99 0.133
H 1.28 5.81 -2.55 0.402
H 0.63 5.03 -3.84 0.333
H -1.29 5.62 -1.90 0.486
H -0.15 5.47 -0.67 0.719
H -2.49 4.43 -0.07 0.639
H -1.23 3.23 -0.02 -1.042
H -1.79 2.67 -2.31 -0.375
H -3.12 4.83 -2.61 0.499
H -4.30 4.02 -1.73 0.437
H -4.51 3.89 -4.23 0.623
H -4.44 2.25 -3.52 -0.033
H -2.68 5.02 -5.16 0.370
H -1.65 4.04 -6.04 0.322
H -1.28 4.29 -4.40 0.068
C 11.94 3.64 0.35 -0.955
O 10.85 2.75 0.50 -0.154
C 10.34 2.67 1.85 -0.896
C 9.11 1.66 1.99 -0.474
N 7.82 2.33 1.67 -0.395
C 6.61 1.53 1.93 -0.447
C 5.37 2.18 1.26 -0.964
O 5.46 2.11 -0.14 -0.329
C 4.33 2.62 -0.78 -1.089
H 12.83 3.29 0.88 0.374
H 11.81 4.68 0.64 0.355
H 12.28 3.53 -0.69 0.270
H 9.93 3.63 2.15 0.359
H 11.15 2.50 2.57 0.476
H 9.14 1.25 3.00 0.531
H 9.20 0.68 1.52 0.313
H 7.84 2.72 0.74 0.280
H 6.44 1.54 3.01 0.482
H 6.75 0.51 1.59 0.272
H 5.35 3.16 1.72 0.538
H 4.48 1.68 1.65 0.357
H 3.42 2.05 -0.63 0.222
H 4.64 2.76 -1.81 0.333
H 4.15 3.62 -0.38 0.517
C 0.22 3.62 3.30 -0.891
O -0.53 4.49 4.29 0.016
C 0.20 4.64 5.50 -0.914
C -0.60 5.55 6.46 -0.513
N -1.99 5.12 6.92 -0.178
C -2.45 5.99 7.96 -0.952
C -2.78 7.41 7.44 0.132
O -3.03 8.13 8.70 -0.389
C -3.63 9.40 8.58 -0.817
H 0.27 2.59 3.65 0.417
H 1.21 4.00 3.04 0.542
H -0.48 3.58 2.47 -0.108
H 1.23 4.91 5.26 0.377
H 0.15 3.64 5.94 0.349
H -0.67 6.55 6.03 0.200
H 0.00 5.67 7.36 0.519
H -2.56 5.02 6.09 0.226
H -1.71 6.10 8.76 0.417
H -3.28 5.48 8.44 0.336
H -3.79 7.37 7.03 0.037
H -2.01 7.83 6.79 0.310
H -4.62 9.42 8.14 0.311
H -3.12 10.07 7.89 0.323
H -3.60 9.96 9.52 0.286
C -3.52 -5.72 0.72 -0.975
O -2.53 -5.04 1.45 0.283
C -2.54 -5.34 2.87 -0.635
C -1.11 -5.03 3.30 -0.681
N 0.00 -5.58 2.49 -0.231
C 1.28 -4.87 2.82 0.743
C 1.64 -4.77 4.38 -1.040
O 2.91 -4.19 4.62 -0.234
C 3.30 -3.97 5.98 -0.809
H -3.36 -6.80 0.82 0.362
H -3.42 -5.72 -0.36 0.105
H -4.52 -5.48 1.09 0.275
H -2.65 -6.38 3.15 0.482
H -3.26 -4.63 3.28 0.112
H -0.95 -5.25 4.36 0.436
H -1.02 -3.94 3.20 0.376
H -0.19 -5.33 1.54 0.000
H 1.24 -3.82 2.54 -0.170
H 2.07 -5.37 2.26 0.001
H 1.55 -5.73 4.89 0.417
H 0.89 -4.14 4.86 0.323
H 3.42 -4.96 6.42 0.294
H 2.52 -3.35 6.42 0.347
H 4.14 -3.29 6.10 0.239
C 8.29 3.85 -2.30 -0.787
O 7.92 2.50 -2.51 -0.380
C 8.57 1.56 -1.65 0.426
C 8.06 0.12 -1.89 -1.120
N 6.62 0.01 -1.53 1.326
C 6.08 -1.31 -1.32 -1.533
C 4.77 -1.27 -0.44 0.311
O 5.06 -1.05 0.91 -0.323
C 4.02 -1.51 1.84 -0.825
H 8.15 4.30 -3.28 0.321
H 9.35 3.91 -2.06 0.283
H 7.75 4.42 -1.55 0.233
H 8.36 1.87 -0.63 -0.722
H 9.65 1.68 -1.73 0.632
H 8.47 -0.59 -1.17 0.472
H 8.24 -0.25 -2.90 0.216
H 6.23 0.62 -0.83 -0.477
H 6.74 -1.86 -0.65 0.467
H 6.08 -1.88 -2.25 0.428
H 4.35 -2.28 -0.55 0.188
H 4.05 -0.55 -0.82 -0.123
H 3.07 -1.02 1.66 0.238
H 4.42 -1.34 2.84 0.444
H 3.81 -2.58 1.79 0.278
C 3.86 -4.47 -2.35 0.185
O 4.61 -4.83 -1.26 -0.448
C 4.70 -6.31 -1.05 -0.842
C 3.43 -6.78 -0.31 -0.112
N 2.37 -7.14 -1.21 -0.124
C 1.14 -7.39 -0.56 0.529
C -0.05 -7.37 -1.56 -1.072
O 0.06 -6.28 -2.41 0.516
C -1.12 -6.02 -3.12 -0.744
H 2.86 -4.33 -1.94 0.082
H 4.00 -5.13 -3.21 0.875
H 4.24 -3.49 -2.63 -0.877
H 5.51 -6.49 -0.34 0.467
H 4.94 -6.92 -1.92 0.280
H 3.25 -5.99 0.43 -0.069
H 3.79 -7.61 0.30 0.491
H 2.20 -6.50 -1.97 0.085
H 1.01 -6.66 0.24 -0.643
H 1.20 -8.36 -0.07 0.563
H -0.96 -7.41 -0.96 0.394
H -0.01 -8.30 -2.13 0.415
H -1.24 -5.06 -3.63 -0.050
H -1.95 -6.11 -2.42 0.235
H -1.17 -6.83 -3.85 0.339
C -3.54 2.17 2.34 0.576
O -3.17 2.17 3.77 -0.434
C -4.13 2.56 4.77 -0.148
C -4.67 3.99 4.48 -1.090
N -3.68 5.06 4.57 1.015
C -4.30 6.37 4.43 -0.808
C -4.60 6.84 3.01 -0.833
O -3.62 6.36 2.10 -0.230
C -2.33 6.80 2.36 0.229
H -4.27 1.39 2.14 -0.276
H -2.65 2.22 1.71 -0.441
H -4.08 3.08 2.09 0.436
H -3.55 2.55 5.69 0.426
H -4.92 1.81 4.83 -0.322
H -5.25 4.26 5.36 0.662
H -5.38 3.98 3.66 0.166
H -2.96 4.90 3.88 -0.410
H -3.55 7.09 4.77 0.249
H -5.21 6.51 5.02 0.558
H -4.63 7.91 2.82 0.451
H -5.49 6.37 2.60 0.243
H -2.05 7.84 2.17 0.425
H -1.79 6.25 1.58 -0.486
H -1.83 6.42 3.25 -0.052
C -8.57 2.20 2.46 -0.518
O -8.58 0.81 2.45 -0.341
C -8.36 0.15 3.72 -0.681
C -6.86 0.07 3.96 0.077
N -6.51 -0.76 5.05 -0.297
C -6.60 -2.18 4.72 -1.314
C -5.58 -2.52 3.61 -0.026
O -4.20 -2.08 3.84 -0.500
C -3.42 -1.74 2.70 -0.131
H -7.53 2.50 2.51 0.096
H -9.20 2.74 3.17 0.278
H -8.84 2.54 1.46 0.275
H -8.81 -0.84 3.62 0.270
H -8.82 0.76 4.49 0.304
H -6.61 1.12 4.08 0.145
H -6.38 -0.25 3.03 0.097
H -5.57 -0.60 5.35 0.433
H -7.60 -2.53 4.47 0.328
H -6.29 -2.75 5.60 0.497
H -5.87 -2.19 2.61 0.155
H -5.52 -3.61 3.59 0.447
H -2.37 -1.61 2.94 0.244
H -3.80 -0.78 2.33 0.144
H -3.48 -2.50 1.92 0.072
```

Calculated values
E_tot = -137340.08281 eV
Total charge = 0
Max |F| = 3.79 eV/A
LUMO level = 0.0130 Ha
ΔE to the lowest compared entry with this formula, charge and spin = 52.0 kJ/mol
SMILES string = CC1(C)CCCC(C)(C)N1O.COC[C@H](C)N.COC[C@H](C)N.COCCNCCOC.COCCNCCOC.COCCNCCOC.COCCNCCOC.COCCNCCOC.COCCNCCOC.COCCNCCOC.COCCNCCOC.COCCNCCOC
Orbital gap = 0.289 hartree
E_HOMO = -0.276 hartree